1.
The ion C8H14N3O with charge +1. Source: OMol25; level of theory: ωB97M-V/def2-TZVPD.

frontier orbital gap (spin up / spin down) = 0.2841 / 0.2839 Ha
net charge = +1
strongest force on any atom = 5.32 eV/Å
relative energy (zero: lowest compared OMol25 entry of this formula, charge and spin) = 139.05 kcal per mole
SMILES string = O=[NH+]/C=N\N=C/C1CCCCC1
highest occupied orbital energy (spin up / spin down) = -13.65 / -13.65 eV

Each line ends with the Löwdin charge.
Element x y z (Å)
1 O 2.968 -1.327 -0.046  0.06
2 N 2.089 0.831 0.548  0.10
3 N 2.982 1.350 -0.073  0.19
4 N 3.868 -0.693 -0.580  -0.05
5 C -2.093 0.826 -0.926  -0.22
6 C -0.860 1.252 -0.155  -0.18
7 C -3.000 -0.080 -0.193  -0.18
8 C 1.085 0.481 1.150  0.04
9 C 3.974 0.644 -0.636  -0.04
10 C -2.131 -1.355 0.197  -0.15
11 C -0.061 0.037 0.223  -0.29
12 C -0.915 -0.936 1.050  -0.17
13 H -3.300 0.199 0.721  0.07
14 H -2.621 1.777 -1.340  0.15
15 H -1.652 0.309 -1.824  0.13
16 H -1.009 -0.471 1.995  0.11
17 H 4.628 -1.191 -1.085  0.20
18 H -1.163 1.650 0.818  0.13
19 H 0.261 -0.606 -0.563  0.14
20 H -3.868 -0.492 -0.756  0.13
21 H 4.564 1.117 -1.385  0.14
22 H -2.687 -1.960 0.963  0.13
23 H -1.700 -1.906 -0.721  0.15
24 H -0.370 2.184 -0.633  0.15
25 H 1.276 0.136 2.113  0.16
26 H -0.263 -1.776 1.134  0.11

Forces on the atoms, in the same order (eV/Å):
0.3191 -0.3002 0.1758
2.0953 1.2327 -0.6220
-0.9196 1.0317 0.7226
1.1091 0.8725 -1.1308
-0.0368 2.3576 -2.6497
-0.2764 1.9420 0.3102
1.3679 -4.4789 -2.5223
-0.7936 -1.2130 -2.4491
-0.9673 -1.8041 -0.2927
0.0014 0.2066 0.9507
-0.4246 0.4168 1.6836
0.7582 0.4872 -2.2823
-1.4403 1.9560 3.1570
0.7776 -1.6134 0.7254
-0.8414 0.3051 0.4458
-1.1430 0.1459 1.2098
-0.3097 -0.2316 0.2872
-0.3033 0.2551 0.1069
1.0091 0.2142 -1.0909
0.5761 0.7881 0.1544
0.8006 0.1371 0.0672
0.0507 -0.1699 -1.5366
-1.0989 0.4956 1.4764
-0.1839 -1.9303 0.3613
-0.3859 -0.1060 2.1150
0.2594 -0.9968 0.6272

---

2.
The ion C8H14N3Si with charge +1. Source: OMol25; level of theory: ωB97M-V/def2-TZVPD.

frontier orbital gap (spin up / spin down) = 0.1655 / 0.1444 Ha
net charge = +1
strongest force on any atom = 3.49 eV/Å
relative energy (zero: lowest compared OMol25 entry of this formula, charge and spin) = 91.41 kcal per mole
highest occupied orbital energy (spin up / spin down) = -11.20 / -10.96 eV

Each line ends with the Löwdin charge.
Element x y z (Å)
1 Si 1.954 0.022 -0.203  0.53
2 N -2.451 -0.766 0.251  -0.21
3 N -2.142 0.555 0.503  -0.03
4 N -1.694 -1.671 0.805  0.10
5 C 2.851 1.366 0.760  -0.14
6 C 1.697 -1.571 0.645  -0.15
7 C -3.694 -0.790 -0.296  -0.01
8 C -0.781 1.050 0.552  -0.04
9 C 0.297 0.795 -0.105  0.20
10 C -3.090 1.374 -0.048  -0.05
11 C 2.891 -0.293 -1.848  -0.14
12 C -4.083 0.534 -0.518  -0.04
13 H 3.770 1.012 1.107  0.03
14 H -0.738 1.875 1.272  0.17
15 H -3.106 2.469 0.043  0.14
16 H -2.214 -2.487 1.033  0.05
17 H 3.067 2.249 0.104  0.07
18 H 2.890 0.553 -2.470  0.01
19 H -4.074 -1.774 -0.631  0.15
20 H 3.936 -0.564 -1.713  0.05
21 H 2.442 -1.097 -2.450  0.05
22 H 2.294 1.942 1.521  0.05
23 H 0.747 -1.728 0.955  -0.04
24 H -5.063 0.819 -0.970  0.13
25 H 2.153 -2.338 0.047  0.05
26 H 2.139 -1.535 1.653  0.07

Forces on the atoms, in the same order (eV/Å):
2.4066 -0.5174 -0.9212
-1.0873 -0.5363 0.8269
2.1063 0.5798 -0.3921
1.5197 1.1306 -0.3202
-1.8980 2.7290 -0.9795
2.6693 0.7606 0.8919
1.2631 -0.7514 -0.4961
-1.7086 -0.0255 0.5425
-0.9319 -0.5156 -0.0409
-2.2379 0.0256 -0.4081
-1.1348 -0.7349 0.6036
-1.2177 1.0719 -0.3733
1.3814 -0.7461 0.8148
0.3674 0.2145 -0.1669
0.4248 -0.8410 -0.1758
-0.7137 -0.7546 -0.2572
0.0791 -0.9855 -0.1239
0.0021 1.3498 -0.8393
0.0401 1.0048 0.5100
0.0210 -0.0260 0.5377
-0.0353 0.1105 0.3808
0.1890 -0.9357 0.3008
-3.3635 -0.9163 0.0226
1.2220 -0.1225 0.5185
-0.0750 -0.6005 -0.0565
0.7117 0.0323 -0.3991

---

3.
A cluster of 2 separate species, C8H14N5S in total. Source: OMol25; level of theory: ωB97M-V/def2-TZVPD.

frontier orbital gap = 0.2624 Ha
net charge = +1
strongest force on any atom = 3.78 eV/Å
highest occupied orbital energy = -12.15 eV

Each line ends with the Löwdin charge.
Element x y z (Å)
1 S 0.845 -1.256 1.708  0.79
2 N 0.299 0.212 -1.164  0.11
3 N -2.769 -1.561 -1.910  0.11
4 N -2.210 -0.282 -0.152  -0.05
5 N 2.108 1.073 -0.146  0.13
6 N 1.927 -3.367 0.727  0.07
7 C -1.530 0.829 1.824  -0.06
8 C -1.765 0.851 0.446  0.00
9 C -2.431 -0.367 -1.581  -0.11
10 C 1.460 0.011 -0.642  -0.64
11 C -2.579 -1.517 0.308  -0.05
12 C 1.663 -2.055 0.535  -0.77
13 C 2.203 -1.258 -0.702  -0.10
14 C -2.859 -2.314 -0.758  -0.07
15 H 2.553 -3.953 0.159  0.13
16 H 1.733 2.028 -0.216  0.13
17 H 0.031 -0.633 -1.688  0.06
18 H 3.388 -1.350 -0.672  0.18
19 H -0.509 0.296 1.853  0.00
20 H -1.526 1.725 2.404  0.11
21 H -1.403 1.711 -0.175  0.16
22 H -2.459 0.534 -2.166  0.14
23 H 2.831 0.784 0.544  0.13
24 H -2.094 0.133 2.380  0.08
25 H 1.810 -1.827 -1.579  0.13
26 H 1.602 -3.706 1.695  0.14
27 H -2.422 -1.613 1.376  0.12
28 H -3.370 -3.276 -0.706  0.13

Forces on the atoms, in the same order (eV/Å):
-0.1833 -0.4254 1.0991
0.4993 -0.9301 -0.4286
-0.1651 1.1030 -0.9889
-0.2354 3.1226 -2.1109
1.6824 -0.0372 1.4426
-0.3698 0.0519 1.3348
1.0325 -0.2951 1.3826
-0.1560 -1.5022 -1.9308
-0.2097 -0.6340 0.6147
-0.4827 2.4516 -1.7814
0.7427 -0.9865 1.7881
1.1282 -0.7873 -0.3145
0.7833 -3.4967 0.7954
-0.7029 0.5760 1.7494
-0.5490 0.6354 0.3704
0.3310 -1.0626 0.3184
-0.1418 0.3614 0.2195
-2.5503 0.8189 -0.1864
-0.3641 0.8599 -0.2034
0.3780 0.9151 -0.2236
-0.9275 -1.1085 0.2561
0.4289 -0.0335 -0.3091
-0.7335 1.3235 -0.7630
-0.9599 -0.9434 0.3908
0.6704 0.4029 0.3491
0.8358 0.3852 -2.2995
-0.4906 -0.9014 -0.2858
0.7092 0.1366 -0.2850

---

4.
The ion C8H14NO with charge +1. Source: OMol25; level of theory: ωB97M-V/def2-TZVPD.

frontier orbital gap = 0.2839 Ha
net charge = +1
strongest force on any atom = 1.32 eV/Å
relative energy (zero: lowest compared OMol25 entry of this formula, charge and spin) = 31.71 kcal per mole
highest occupied orbital energy = -13.26 eV

Each line ends with the Löwdin charge.
Element x y z (Å)
1 O 0.951 1.726 2.101  0.22
2 N -2.199 0.656 -1.323  0.07
3 C 1.853 -0.688 -0.604  -0.16
4 C -0.610 -1.159 -1.075  -0.14
5 C -1.583 0.546 1.515  0.18
6 C -0.895 0.339 -0.903  -0.36
7 C 0.670 -1.631 -0.382  -0.18
8 C 0.757 0.940 1.093  -0.17
9 C 1.971 0.459 0.414  -0.07
10 C -0.584 0.651 0.625  -0.14
11 H -1.459 -1.717 -0.680  0.13
12 H -2.408 1.630 -1.460  0.10
13 H 0.921 -2.609 -0.791  0.12
14 H 0.138 2.017 2.560  0.16
15 H -2.594 0.352 1.205  0.09
16 H 2.427 1.330 -0.075  0.16
17 H 2.783 -1.253 -0.540  0.12
18 H 0.495 -1.769 0.688  0.12
19 H -0.194 0.930 -1.499  0.15
20 H 1.798 -0.292 -1.618  0.12
21 H -0.549 -1.356 -2.145  0.13
22 H -1.423 0.557 2.583  0.10
23 H -2.949 0.141 -0.893  0.09
24 H 2.683 0.197 1.204  0.15

Forces on the atoms, in the same order (eV/Å):
0.1999 -0.4721 -0.0081
-0.2921 0.1233 -0.1909
-0.1570 -0.1557 0.0059
0.2151 0.1941 -0.0924
0.5954 0.0558 0.0439
0.9731 -0.1519 0.8718
-0.0361 -0.0528 -0.1920
-0.5612 0.2476 -0.2876
0.3807 -0.0553 -0.0278
-0.8663 0.1097 -0.0993
-0.1209 -0.0306 -0.0154
-0.0789 0.0580 0.0612
0.0159 -0.0337 0.1221
0.0300 -0.0172 -0.3790
-0.1690 -0.0639 -0.1266
-0.0393 0.1543 0.1430
-0.0112 0.0826 -0.0361
0.0334 -0.1064 0.0354
0.0014 -0.0707 0.0096
0.0924 0.0483 -0.0104
-0.0607 -0.0551 -0.0331
0.0287 0.1189 0.2109
-0.0991 -0.0261 -0.0623
-0.0742 0.0989 0.0570

---

5.
A cluster of 2 separate species, C8H14NO7PS in total. Source: OMol25; level of theory: ωB97M-V/def2-TZVPD.

frontier orbital gap = 0.2347 Ha
net charge = 0
strongest force on any atom = 9.80 eV/Å
highest occupied orbital energy = -9.31 eV

Each line ends with the Löwdin charge.
Element x y z (Å)
1 S -4.393 -1.300 0.515  1.03
2 P 1.104 2.316 1.031  0.78
3 O -0.141 1.786 -0.047  -0.29
4 O -3.060 -0.207 0.488  -0.33
5 O 2.225 1.451 0.179  -0.31
6 O -4.581 -1.639 2.017  -0.45
7 O -4.038 -2.749 -0.315  -0.33
8 O 2.349 2.846 2.109  -0.28
9 O 0.517 1.455 2.156  -0.27
10 N 0.213 -2.052 -2.486  -0.02
11 C -0.222 0.410 -0.379  -0.16
12 C -2.755 -2.520 -0.994  -0.21
13 C 3.102 3.937 1.615  -0.16
14 C 0.148 -2.850 -1.228  -0.09
15 C -1.081 -1.497 -2.975  -0.12
16 C -1.284 -3.108 -0.501  0.03
17 C 3.067 0.539 0.868  -0.11
18 C -2.600 -1.634 -2.405  0.02
19 H 4.043 1.003 1.025  0.09
20 H 0.501 0.178 -1.163  0.07
21 H 3.501 3.714 0.623  0.08
22 H -1.222 0.211 -0.770  0.05
23 H 3.202 -0.350 0.245  0.09
24 H -0.053 -0.232 0.487  0.08
25 H 3.936 4.125 2.296  0.09
26 H 2.653 0.229 1.830  0.09
27 H -3.543 -1.144 -2.920  0.11
28 H -1.277 -3.759 0.493  0.11
29 H -2.911 0.184 1.400  0.11
30 H 2.471 4.827 1.566  0.08
31 H 1.130 -3.298 -0.770  0.11
32 H -1.000 -0.871 -3.991  0.12

Forces on the atoms, in the same order (eV/Å):
-1.1196 1.0649 5.4571
0.3365 -9.3294 2.9761
-0.0673 3.6315 -0.1858
-1.1220 -1.2601 0.6253
-0.7751 0.7296 -0.7604
0.9167 0.7665 -5.1896
4.3352 1.4755 -0.7664
-1.3103 2.3698 -1.6087
-0.2082 1.7273 -0.1713
-4.7747 -0.9154 2.8802
0.9446 -0.4620 -0.7098
5.1127 0.5065 -3.6536
0.5487 0.4880 0.0550
-4.6536 1.5816 -1.5729
-1.0207 -1.1273 1.2513
-0.4896 1.0335 -1.0348
0.6207 0.0653 0.2311
2.8895 -2.2360 2.7370
0.0028 -0.1393 0.1051
-0.0674 -0.0894 0.1647
0.0962 0.0576 -0.0798
0.1514 0.4436 0.1073
-0.1382 0.2184 -0.1414
0.0808 0.2294 0.1099
-0.1524 -0.0625 -0.0285
-0.1190 0.1845 -0.0410
2.3282 -1.0827 1.1001
-0.0706 1.5617 -2.3457
-0.3006 -1.0169 -0.9992
0.2614 0.1391 0.0220
-2.2022 1.0277 -1.1182
-0.0339 -1.5811 2.5848

---

6.
A cluster of 2 separate species, C8H14NOS in total. Source: OMol25; level of theory: ωB97M-V/def2-TZVPD.

frontier orbital gap = 0.2861 Ha
net charge = +1
strongest force on any atom = 3.82 eV/Å
relative energy (zero: lowest compared OMol25 entry of this formula, charge and spin) = 42.99 kcal per mole
highest occupied orbital energy = -10.64 eV

Each line ends with the Löwdin charge.
Element x y z (Å)
1 S 4.444 0.176 -0.630  0.95
2 O -0.171 0.250 1.511  -0.04
3 N -2.230 -0.412 0.023  -0.06
4 C 0.837 0.728 0.727  -0.19
5 C 3.816 -1.187 0.175  -0.40
6 C -3.828 1.256 -0.585  0.11
7 C 2.906 1.154 -0.325  -0.35
8 C 2.730 -0.923 0.895  -0.15
9 C 2.074 0.290 0.631  -0.29
10 C -2.604 0.715 -0.756  -0.14
11 C -1.547 -1.490 -0.647  -0.02
12 H -0.093 0.303 2.500  0.17
13 H -2.317 -2.144 -1.266  0.16
14 H -0.803 -0.943 -1.273  0.11
15 H 0.578 1.563 0.048  0.14
16 H -1.448 -0.099 0.641  0.10
17 H -0.975 -2.115 0.022  0.10
18 H -1.779 1.056 -1.477  0.16
19 H -4.418 0.799 0.170  0.07
20 H -3.076 -0.736 0.411  0.15
21 H 3.074 2.181 0.021  0.10
22 H 2.309 1.247 -1.165  0.05
23 H -4.067 2.029 -1.268  0.07
24 H 2.236 -1.633 1.557  0.12
25 H 4.353 -2.063 0.060  0.06

Forces on the atoms, in the same order (eV/Å):
-0.0174 1.3025 -1.1495
-1.2377 -0.8303 1.6075
1.0443 0.2619 0.2681
0.1193 1.3549 -0.2434
-0.5488 1.8540 0.3995
3.2965 -1.3364 -0.8544
1.1126 -0.4745 1.6870
-0.9748 -2.2720 1.7936
0.8000 1.5640 -1.4980
-0.5210 1.9662 -1.9982
-0.3693 -1.6056 -3.4507
0.3962 0.1686 -1.4766
1.8657 1.4772 1.0833
-0.5146 -1.0088 -0.0641
-0.3277 -0.2168 0.8842
-0.5558 0.2100 1.5396
-0.2096 -0.0578 0.4654
-1.5570 -0.4345 1.0930
-1.1031 0.1762 0.3154
-0.8449 -0.5627 1.5849
0.4237 -0.4811 0.2412
-0.5962 0.1177 -2.2156
-0.7832 0.7928 0.0320
0.2838 -0.1986 -0.2600
0.8190 -1.7669 0.2157

---

7.
A cluster of 2 separate species, C8H14NP in total. Source: OMol25; level of theory: ωB97M-V/def2-TZVPD.

frontier orbital gap = 0.3219 Ha
net charge = 0
strongest force on any atom = 4.45 eV/Å
relative energy (zero: lowest compared OMol25 entry of this formula, charge and spin) = 89.81 kcal per mole
SMILES string = C=CC=C=P.C=NCCC
highest occupied orbital energy = -8.48 eV

Each line ends with the Löwdin charge.
Element x y z (Å)
1 P -3.103 1.498 1.015  0.76
2 N -0.015 0.615 1.434  -0.09
3 C 3.029 0.639 0.011  -0.11
4 C -1.572 -1.530 -1.611  -0.21
5 C 0.631 1.298 0.439  -0.34
6 C -2.082 -2.687 -1.208  0.04
7 C 1.607 0.555 -0.432  -0.26
8 C 0.332 -0.405 2.138  -0.01
9 C -1.969 -0.240 -1.184  -0.24
10 C -2.365 0.404 -0.094  -0.47
11 H -1.945 0.471 -2.038  0.12
12 H -0.196 1.670 -0.173  0.08
13 H 3.402 1.610 -0.283  0.07
14 H -0.834 -1.496 -2.356  0.08
15 H 3.682 -0.109 -0.436  0.07
16 H 1.175 -0.412 -0.564  0.09
17 H 1.203 -1.073 2.098  0.08
18 H -0.213 -0.432 3.033  0.04
19 H 3.147 0.559 1.053  0.05
20 H 1.058 2.222 0.790  0.13
21 H -1.843 1.951 1.630  -0.14
22 H -1.739 -3.647 -1.407  0.03
23 H -2.824 -2.587 -0.421  0.07
24 H 1.433 1.126 -1.434  0.14

Forces on the atoms, in the same order (eV/Å):
1.6773 -1.6137 -1.2961
0.2264 -1.8749 4.0250
0.5770 -0.0933 -1.1829
-0.1003 -1.9246 0.4193
-0.1065 0.4107 -2.2812
-0.7085 1.9145 1.6867
-1.1275 1.9266 -2.2151
0.4366 2.2384 -1.4619
-1.0612 3.0621 0.1940
-1.1505 0.9484 0.9075
0.1275 -0.1006 0.4375
0.1727 0.0535 -0.3459
0.3227 0.2828 0.0364
1.0286 -0.1631 -0.9989
-0.0287 -0.0639 -0.1721
0.1235 -1.0370 -0.1991
0.0414 0.2460 -0.6649
-1.1354 -0.9899 1.1381
0.0078 -0.1547 1.4843
0.3447 0.3491 0.7592
-0.9076 -0.3386 -0.5277
0.5843 -1.3922 -0.8608
-0.1950 -0.3569 -0.0965
0.8506 -1.3289 1.2151

---

8.
A cluster of 2 separate species, C8H14NS in total. Source: OMol25; level of theory: ωB97M-V/def2-TZVPD.

frontier orbital gap = 0.1733 Ha
net charge = +1
strongest force on any atom = 3.73 eV/Å
relative energy (zero: lowest compared OMol25 entry of this formula, charge and spin) = 65.81 kcal per mole
highest occupied orbital energy = -10.59 eV

Each line ends with the Löwdin charge.
Element x y z (Å)
1 S 1.126 -1.312 3.178  1.18
2 N -1.682 0.348 -1.354  -0.36
3 C 1.968 -0.990 0.632  -0.11
4 C 3.252 0.027 2.398  -0.09
5 C -1.255 1.743 -1.603  -0.10
6 C 2.497 -0.376 3.479  -0.30
7 C -2.958 0.363 -0.621  -0.10
8 C -1.528 -0.581 -2.383  -0.14
9 C 1.005 -1.477 1.463  -0.26
10 C 3.037 -0.256 1.030  -0.01
11 H -0.196 1.925 -1.559  0.05
12 H -1.335 -0.169 -3.384  0.08
13 H 1.888 -1.077 -0.448  0.14
14 H -1.678 2.037 -2.697  0.13
15 H -3.560 -0.522 -0.825  0.07
16 H -2.561 -1.187 -2.430  0.13
17 H 0.251 -2.139 1.155  0.08
18 H -3.506 1.289 -0.869  0.08
19 H -1.750 2.433 -0.942  0.06
20 H 3.799 0.232 0.348  0.16
21 H 2.481 -0.032 4.470  0.08
22 H 4.129 0.555 2.690  0.12
23 H -0.718 -1.210 -2.177  0.03
24 H -2.706 0.375 0.448  0.07

Forces on the atoms, in the same order (eV/Å):
-0.6714 -0.2199 -1.0222
-0.0699 2.5386 2.0939
-0.4790 0.2652 -2.0370
0.5907 -0.1459 0.4477
-1.7766 -0.5529 -3.0478
-1.7014 -0.7276 -2.9020
0.7364 0.3610 0.1391
-3.1780 -1.1966 -1.5359
1.5042 0.1316 2.3704
2.0536 1.6883 1.7809
0.5094 -0.1752 -0.1352
-0.2701 0.2703 0.1122
-0.4631 -0.4747 0.0986
1.1873 -0.3274 2.1175
0.0209 0.0912 -0.0630
2.5413 0.8390 -0.2855
-1.1224 -0.5012 -0.4238
-0.2267 -0.4958 0.1305
-0.0700 0.0692 0.4912
-1.2557 -1.0165 0.5566
0.8861 0.3530 1.2588
0.5775 0.6952 -0.1904
1.1461 -1.5511 0.1284
-0.4693 0.0820 -0.0828

---

- Number 1 is which compound?
  C8H14N3O

---

- Which of these has the lowest strongest force on any atom?
  C8H14NO